(1)
The following is a DFT calculation (wB97M-V/def2-TZVPD) of a structure of composition C5H8O.

Computed properties:
* multiplicity: 1
* DFT total energy: -7358.157 eV
* lowest unoccupied orbital energy: 1.0534 eV
* HOMO: -0.3438 hartree
* Kohn-Sham gap: 10.41 eV

Atoms and positions in Å:
O (-1.243, -0.819, -0.599)
C (0.498, -0.945, 0.753)
C (0.230, -0.859, -0.753)
C (-1.321, 0.476, 0.241)
C (0.735, 0.557, -0.915)
C (0.219, 0.565, 0.595)
H (1.506, -1.072, 1.033)
H (0.188, -1.499, 1.618)
H (1.765, 0.965, -0.843)
H (0.406, -1.798, -1.421)
H (0.338, 1.433, -1.575)
H (-2.299, 0.256, 0.823)
H (-1.533, 1.427, -0.379)
H (0.511, 1.313, 1.424)

---

(2)
The following is a DFT calculation (wB97M-V/def2-TZVPD) of an isolated molecule of C5H8O.

Computed properties:
* multiplicity: 1
* DFT total energy: -7360.185 eV
* lowest unoccupied orbital energy: 0.9269 eV
* HOMO: -0.3352 hartree
* Kohn-Sham gap: 10.05 eV

Atoms and positions in Å:
O (1.333, 1.313, 1.525)
C (-0.548, 0.900, -0.184)
C (0.786, 1.068, -0.969)
C (0.062, -1.422, 0.586)
C (0.734, 1.149, 0.497)
C (-1.031, -0.545, -0.057)
H (-1.943, -0.568, 0.550)
H (-0.348, -2.183, 1.248)
H (0.707, -1.896, -0.160)
H (0.710, -0.823, 1.229)
H (0.995, 2.032, -1.421)
H (-1.297, 1.688, -0.254)
H (-1.315, -0.935, -1.046)
H (1.145, 0.210, -1.537)

---

(3)
The following is a DFT calculation (wB97M-V/def2-TZVPD) of an isolated molecule of C5H8O.

Computed properties:
* multiplicity: 1
* DFT total energy: -7357.422 eV
* lowest unoccupied orbital energy: 1.0479 eV
* HOMO: -0.2891 hartree
* Kohn-Sham gap: 8.92 eV

Atoms and positions in Å:
O (-1.438, -0.738, 0.353)
C (-0.198, 0.963, -0.420)
C (-1.399, 0.695, 0.475)
C (-0.394, -0.848, -0.574)
C (1.041, -0.903, -0.094)
C (1.100, 0.574, 0.309)
H (-0.364, 0.415, -1.405)
H (1.705, -1.092, -0.945)
H (2.007, 1.100, -0.002)
H (-2.349, 1.125, 0.136)
H (-1.235, 0.990, 1.521)
H (0.999, 0.708, 1.394)
H (-0.669, -1.540, -1.398)
H (1.203, -1.665, 0.668)

---

(4)
The following is a DFT calculation (wB97M-V/def2-TZVPD) of an isolated molecule of C5H8O.

Computed properties:
* multiplicity: 1
* DFT total energy: -7358.914 eV
* lowest unoccupied orbital energy: 0.7968 eV
* HOMO: -0.3508 hartree
* Kohn-Sham gap: 10.34 eV

Atoms and positions in Å:
O (-1.025, 0.891, 1.353)
C (2.218, 0.460, -0.390)
C (-0.979, -0.621, -0.573)
C (0.279, -1.245, -0.041)
C (-1.792, 0.008, 0.559)
C (1.319, -0.620, -0.024)
H (2.163, 0.567, -1.481)
H (-0.675, 0.198, -1.251)
H (-0.333, 0.358, 1.768)
H (1.831, 1.382, 0.061)
H (3.249, 0.300, -0.095)
H (-2.234, -0.787, 1.173)
H (-2.593, 0.612, 0.121)
H (-1.560, -1.325, -1.162)

---

(5)
The following is a DFT calculation (wB97M-V/def2-TZVPD) of an isolated molecule of C5H8O.

Computed properties:
* multiplicity: 1
* DFT total energy: -7356.632 eV
* lowest unoccupied orbital energy (spin up / spin down): 0.5541 / 0.7959 eV
* HOMO (spin up / spin down): -0.2462 / -0.2751 hartree
* Kohn-Sham gap (spin up / spin down): 7.25 / 8.28 eV

Atoms and positions in Å:
O (-0.329, -1.457, -0.722)
C (0.723, -2.310, -0.440)
C (-1.032, 2.004, 1.026)
C (0.248, 1.482, 0.609)
C (-0.207, -0.139, -0.908)
C (0.818, 0.778, -0.354)
H (0.666, -2.765, 0.459)
H (1.687, -1.762, -0.528)
H (-1.144, 0.280, -0.972)
H (-0.846, 2.447, 1.993)
H (-1.416, 2.794, 0.352)
H (1.891, 0.522, -0.285)
H (-1.704, 1.219, 0.953)
H (0.644, -3.094, -1.184)

---

(6)
The following is a DFT calculation (wB97M-V/def2-TZVPD) of an isolated molecule of C5H8O.

Computed properties:
* multiplicity: 1
* DFT total energy: -7361.207 eV
* lowest unoccupied orbital energy: 0.9769 eV
* HOMO: -0.3520 hartree
* Kohn-Sham gap: 10.56 eV

Atoms and positions in Å:
O (1.620, -1.375, 0.881)
C (-0.116, 1.437, -0.031)
C (-0.662, -0.863, -0.207)
C (1.042, 0.785, -0.129)
C (-1.317, 0.527, 0.057)
C (0.884, -0.714, -0.138)
H (1.283, -1.116, 1.747)
H (2.021, 1.248, -0.196)
H (-1.044, -1.807, 0.200)
H (-1.913, 0.673, 0.967)
H (-0.896, -0.926, -1.257)
H (-0.213, 2.518, -0.074)
H (1.311, -1.153, -1.045)
H (-2.001, 0.766, -0.774)

---

(7)
The following is a DFT calculation (wB97M-V/def2-TZVPD) of an isolated molecule of C5H8O.

Computed properties:
* multiplicity: 1
* DFT total energy: -7358.365 eV
* lowest unoccupied orbital energy: 0.7918 eV
* HOMO: -0.2877 hartree
* Kohn-Sham gap: 8.62 eV

Atoms and positions in Å:
O (-2.267, 0.982, -0.164)
C (-1.072, 0.316, -0.363)
C (-0.105, -1.656, 0.152)
C (1.228, -1.041, 0.234)
C (1.354, 0.286, 0.169)
C (0.119, 1.111, 0.056)
H (0.288, 1.989, -0.584)
H (2.304, 0.794, 0.282)
H (-1.129, -0.139, -1.343)
H (2.103, -1.635, 0.512)
H (-0.123, 1.503, 1.059)
H (-2.111, 1.846, 0.255)
H (-0.107, -2.602, 0.737)
H (-0.553, -1.904, -0.791)

---

(8)
The following is a DFT calculation (wB97M-V/def2-TZVPD) of an isolated molecule of C5H8O.

Computed properties:
* multiplicity: 1
* DFT total energy: -7357.710 eV
* lowest unoccupied orbital energy: 0.8452 eV
* HOMO: -0.3231 hartree
* Kohn-Sham gap: 9.64 eV

Atoms and positions in Å:
O (-1.087, -1.280, 0.041)
C (0.619, 0.120, -1.490)
C (0.657, -0.881, 1.045)
C (-0.941, 1.010, 0.461)
C (-0.143, -0.213, -0.068)
C (-0.637, -1.805, 1.200)
H (-1.583, 1.431, -0.420)
H (1.493, -1.384, 0.754)
H (-0.281, 0.585, -2.123)
H (1.483, 0.926, -1.476)
H (0.943, -0.754, -1.978)
H (-0.190, 1.808, 0.682)
H (-1.420, 0.784, 1.403)
H (1.085, -0.348, 1.970)

---

(9)
The following is a DFT calculation (wB97M-V/def2-TZVPD) of a structure of composition C5H8O.

Computed properties:
* multiplicity: 1
* DFT total energy: -7355.924 eV
* lowest unoccupied orbital energy (spin up / spin down): 0.6551 / 0.5422 eV
* HOMO (spin up / spin down): -0.2607 / -0.2225 hartree
* Kohn-Sham gap (spin up / spin down): 7.75 / 6.60 eV

Atoms and positions in Å:
O (-1.294, 1.889, -0.022)
C (0.353, 0.282, 0.967)
C (-1.060, -0.594, -0.398)
C (1.449, -0.559, -0.877)
C (0.385, -0.997, -0.017)
C (-0.913, 0.675, 0.445)
H (-0.572, 2.526, 0.102)
H (1.261, -0.026, -1.803)
H (2.476, -0.659, -0.544)
H (-1.164, -0.312, -1.449)
H (-0.672, 0.097, 1.735)
H (-1.851, -1.293, -0.127)
H (1.098, 0.901, 1.455)
H (0.503, -1.931, 0.530)

---

(10)
The following is a DFT calculation (wB97M-V/def2-TZVPD) of an isolated molecule of C5H8O.

Computed properties:
* multiplicity: 1
* DFT total energy: -7359.948 eV
* lowest unoccupied orbital energy: 0.9324 eV
* HOMO: -0.3713 hartree
* Kohn-Sham gap: 11.04 eV

Atoms and positions in Å:
O (-1.215, -0.282, 0.873)
C (0.063, -1.288, -0.811)
C (1.652, 0.110, 1.863)
C (-0.539, 1.202, -0.874)
C (-0.143, 0.000, -0.026)
C (1.046, 0.220, 0.827)
H (2.047, -0.099, 2.826)
H (0.139, 1.381, -1.713)
H (-1.548, 1.018, -1.251)
H (0.362, -2.072, -0.109)
H (-1.266, 0.463, 1.488)
H (-0.560, 2.099, -0.244)
H (-0.880, -1.578, -1.280)
H (0.842, -1.174, -1.570)

---

(11)
The following is a DFT calculation (wB97M-V/def2-TZVPD) of an isolated molecule of C5H8O.

Computed properties:
* multiplicity: 1
* DFT total energy: -7360.935 eV
* lowest unoccupied orbital energy: 0.9518 eV
* HOMO: -0.3612 hartree
* Kohn-Sham gap: 10.78 eV

Atoms and positions in Å:
O (-2.419, -0.820, 0.982)
C (0.798, -0.017, -0.397)
C (-0.320, -0.998, -0.173)
C (0.724, -0.798, 0.887)
C (0.526, 1.470, -0.409)
C (-1.718, -0.497, 0.049)
H (-2.101, 0.206, -0.720)
H (-0.256, 1.745, 0.310)
H (0.421, -0.275, 1.792)
H (-0.294, -1.930, -0.738)
H (1.447, -1.591, 1.053)
H (1.567, -0.335, -1.100)
H (0.199, 1.810, -1.398)
H (1.426, 2.031, -0.138)

---

(12)
The following is a DFT calculation (wB97M-V/def2-TZVPD) of a structure of composition C5H8O.

Computed properties:
* multiplicity: 1
* DFT total energy: -7357.551 eV
* lowest unoccupied orbital energy: 0.6454 eV
* HOMO: -0.3092 hartree
* Kohn-Sham gap: 9.06 eV

Atoms and positions in Å:
O (-0.228, -0.471, 1.380)
C (-0.912, 1.021, -0.587)
C (1.265, 0.324, 1.521)
C (1.460, 0.651, 0.277)
C (0.182, 0.064, -0.167)
C (0.250, -1.207, -0.983)
H (-1.886, 0.517, -0.645)
H (-0.957, 1.872, 0.100)
H (0.602, -0.976, -1.995)
H (0.963, -1.905, -0.537)
H (-0.735, -1.679, -1.060)
H (1.606, 0.270, 2.546)
H (-0.674, 1.420, -1.579)
H (-0.938, 0.097, 1.728)

---

(13)
The following is a DFT calculation (wB97M-V/def2-TZVPD) of an isolated molecule of C5H8O.

Computed properties:
* multiplicity: 1
* DFT total energy: -7360.030 eV
* lowest unoccupied orbital energy: 1.0804 eV
* HOMO: -0.3650 hartree
* Kohn-Sham gap: 11.01 eV

Atoms and positions in Å:
O (1.609, 0.927, 0.841)
C (-0.847, -0.031, 0.994)
C (0.500, 0.228, 0.335)
C (1.818, -0.387, 0.312)
C (-1.369, -0.285, -0.440)
C (-0.182, 0.520, -1.003)
H (-2.374, 0.045, -0.700)
H (-1.226, 0.924, 1.379)
H (0.272, 0.136, -1.925)
H (2.178, -0.386, -0.715)
H (2.234, -1.127, 0.993)
H (-0.986, -0.807, 1.752)
H (-0.376, 1.588, -1.129)
H (-1.249, -1.344, -0.694)

---

(14)
The following is a DFT calculation (wB97M-V/def2-TZVPD) of an isolated molecule of C5H8O.

Computed properties:
* multiplicity: 1
* DFT total energy: -7361.208 eV
* lowest unoccupied orbital energy: 1.0850 eV
* HOMO: -0.3439 hartree
* Kohn-Sham gap: 10.44 eV

Atoms and positions in Å:
O (-2.143, 0.499, -0.289)
C (-0.307, -1.106, 0.137)
C (-0.804, 0.169, -0.571)
C (1.198, -0.968, 0.055)
C (1.507, 0.330, -0.002)
C (0.228, 1.136, 0.038)
H (-0.774, -2.055, -0.130)
H (-0.733, 0.107, -1.669)
H (1.893, -1.800, 0.161)
H (2.504, 0.768, 0.045)
H (-0.075, 1.187, 1.106)
H (0.232, 2.171, -0.303)
H (-2.212, 0.525, 0.676)
H (-0.579, -0.924, 1.199)

---

(15)
The following is a DFT calculation (wB97M-V/def2-TZVPD) of a structure of composition C5H8O.

Computed properties:
* multiplicity: 1
* DFT total energy: -7359.176 eV
* lowest unoccupied orbital energy: 1.1751 eV
* HOMO: -0.3412 hartree
* Kohn-Sham gap: 10.46 eV

Atoms and positions in Å:
O (0.875, -0.131, -1.004)
C (-1.456, -0.994, -0.427)
C (-1.319, 0.522, -0.554)
C (1.624, 0.558, 0.005)
C (0.783, -0.095, 1.108)
C (-0.210, -0.287, -0.010)
H (-1.981, 1.214, -0.032)
H (-0.666, 0.809, -1.408)
H (-2.113, -1.389, 0.357)
H (1.217, -1.052, 1.405)
H (-1.432, -1.623, -1.313)
H (0.499, 0.506, 1.972)
H (2.682, 0.308, -0.063)
H (1.497, 1.654, -0.037)

---

(16)
The following is a DFT calculation (wB97M-V/def2-TZVPD) of an isolated molecule of C5H8O.

Computed properties:
* multiplicity: 1
* DFT total energy: -7358.327 eV
* lowest unoccupied orbital energy (spin up / spin down): -0.0697 / -0.0703 eV
* HOMO (spin up / spin down): -0.2803 / -0.2802 hartree
* Kohn-Sham gap (spin up / spin down): 7.56 / 7.55 eV

Atoms and positions in Å:
O (-0.334, -1.450, 1.388)
C (-0.105, -0.670, 0.346)
C (1.391, 0.905, 1.345)
C (0.329, 0.657, 0.482)
C (-0.144, 1.676, -0.528)
C (-0.344, -1.366, -0.953)
H (1.602, 0.038, 2.009)
H (-1.239, 1.671, -0.603)
H (0.261, -0.921, -1.746)
H (-1.400, -1.275, -1.233)
H (-0.253, -0.884, 2.179)
H (-0.112, -2.430, -0.859)
H (0.180, 2.658, -0.177)
H (0.263, 1.521, -1.537)

---

(17)
The following is a DFT calculation (wB97M-V/def2-TZVPD) of an isolated molecule of C5H8O.

Computed properties:
* multiplicity: 1
* DFT total energy: -7360.519 eV
* lowest unoccupied orbital energy: 0.9738 eV
* HOMO: -0.3426 hartree
* Kohn-Sham gap: 10.30 eV

Atoms and positions in Å:
O (-0.524, 2.191, 0.891)
C (-0.564, -1.236, -0.139)
C (0.891, -0.805, 0.203)
C (-1.203, 0.129, -0.042)
C (-0.208, 1.235, 0.214)
C (1.168, 0.959, -0.212)
H (1.596, -1.297, -0.429)
H (1.041, -0.920, 1.279)
H (-0.697, -1.665, -1.144)
H (1.814, 1.772, 0.263)
H (-1.729, 0.335, -0.955)
H (-1.062, -1.951, 0.553)
H (1.311, 1.021, -1.299)
H (-1.833, 0.233, 0.817)